Version a
Molecular formula: C3H4N2O4
Method: DFT, ωB97M-V/def2-TZVPD

Properties
molar mass: 132.1 g mol⁻¹
orbital gap: 9.28 eV

```
! RIJCOSX wB97M-V def2-TZVPD def2/J DEFGRID3
* xyz 0 1
C 1.23 0.01 -1.28
C -0.33 0.95 0.68
C 0.40 -0.25 0.74
N -0.68 1.26 -0.78
N -0.41 -1.46 0.58
O 0.07 -2.58 0.66
O 2.23 -0.45 -1.72
O -1.58 -1.20 0.41
O 0.33 0.82 -1.72
H -1.27 0.70 1.21
H 0.21 1.85 0.97
H 1.38 -0.37 1.31
H -1.57 0.73 -1.07
*
```

Version b
Molecular formula: C3H4N2O4
Method: DFT, ωB97M-V/def2-TZVPD

Properties
molar mass: 132.1 g mol⁻¹
orbital gap: 7.54 eV

```
! RIJCOSX wB97M-V def2-TZVPD def2/J DEFGRID3
* xyz 0 1
C 0.68 -0.74 0.17
C -1.62 -0.35 0.03
C 0.33 1.12 0.19
N -0.61 -1.32 0.30
N -1.09 0.92 0.21
O 1.01 0.23 1.16
O -2.75 -0.58 -0.24
O 0.88 2.03 -0.55
O 1.53 -1.76 -0.28
H -0.73 -2.35 -0.06
H -1.64 1.59 -0.31
H 1.53 2.72 -0.23
H 2.47 -1.51 -0.38
*
```

Most stable structure: version b

Version a
Molecular formula: C6H7NS
Method: DFT, ωB97M-V/def2-TZVPD

Properties
molar mass: 125.2 g mol⁻¹
orbital gap: 8.09 eV
SMILES: [H]/N=C(\C)C(=S)CC#C

```
! RIJCOSX wB97M-V def2-TZVPD def2/J DEFGRID3
* xyz 0 1
H -2.23 1.54 1.37
N -1.34 0.92 1.37
C -1.09 0.22 0.36
C -1.85 0.10 -0.91
C -0.03 -0.75 0.47
S -0.30 -2.31 0.00
C 1.36 -0.48 1.01
C 2.11 0.24 -0.10
C 2.55 0.78 -1.10
H -2.58 -0.64 -0.81
H -2.33 1.14 -1.13
H -1.11 -0.10 -1.74
H 1.92 -1.51 0.99
H 1.55 0.01 1.95
H 3.36 0.85 -1.72
*
```

Version b
Molecular formula: C6H7NS
Method: DFT, ωB97M-V/def2-TZVPD

Properties
molar mass: 125.2 g mol⁻¹
orbital gap (spin up / spin down): 7.87 / 7.86 eV

```
! RIJCOSX wB97M-V def2-TZVPD def2/J DEFGRID3
* xyz 0 1
C -1.02 -0.64 -2.40
C -0.34 -1.87 -2.62
C -0.79 -0.72 -0.28
C 0.31 -0.47 1.72
C 0.64 1.42 -0.11
C -0.33 0.41 0.58
N -1.56 0.24 -1.81
S 0.38 -1.78 -1.09
H -0.17 -0.30 2.67
H 1.47 -0.47 1.52
H -0.02 -1.55 1.54
H 1.31 0.78 -0.75
H 1.22 1.91 0.68
H -0.02 2.10 -0.69
H -1.09 0.94 1.05
*
```

Most stable structure: version a

Version a
Molecular formula: C6H7NS
Method: DFT, ωB97M-V/def2-TZVPD

Properties
molar mass: 125.2 g mol⁻¹
orbital gap (spin up / spin down): 9.36 / 5.14 eV

```
! RIJCOSX wB97M-V def2-TZVPD def2/J DEFGRID3
* xyz 0 1
C 5.22 -0.37 -0.21
C 2.92 -0.31 0.23
C 1.66 -0.43 0.19
C 0.26 -0.93 0.39
C -1.15 -0.53 -0.02
C -1.52 0.71 -0.71
N 4.13 0.22 0.03
S 6.71 0.58 -0.28
H 5.50 -1.37 -0.61
H 0.24 -2.06 0.20
H 0.11 -0.81 1.49
H -1.88 -1.09 0.43
H -2.38 1.31 -0.45
H -1.72 0.58 -1.74
H -0.65 1.46 -0.64
*
```

Version b
Molecular formula: C6H7NS
Method: DFT, ωB97M-V/def2-TZVPD

Properties
molar mass: 125.2 g mol⁻¹
orbital gap (spin up / spin down): 7.62 / 7.62 eV

```
! RIJCOSX wB97M-V def2-TZVPD def2/J DEFGRID3
* xyz 0 1
C 2.08 -0.18 -0.27
C 0.56 1.81 -0.36
C -0.39 1.93 0.59
C 1.06 0.61 -0.89
C -0.43 -0.80 0.64
C -1.33 -1.83 0.09
N 2.93 -0.81 0.20
S -1.28 0.59 1.22
H 0.73 2.75 -0.91
H -0.73 2.85 0.95
H 1.15 0.49 -2.01
H 0.58 -0.98 0.91
H -2.34 -1.50 0.03
H -1.49 -2.70 0.70
H -1.08 -2.22 -0.88
*
```

Most stable structure: version b